No. 1
{
  "formula": "C50H54FeN4O3S5",
  "method": "ωB97M-V/def2-TZVPD",
  "symbols": ["Fe", "C", "C", "C", "C", "C", "C", "C", "C", "C", "S", "C", "N", "H", "H", "H", "H", "H", "H", "H", "H", "C", "C", "C", "C", "C", "C", "C", "N", "C", "C", "C", "C", "C", "C", "C", "N", "C", "C", "C", "C", "H", "H", "H", "H", "H", "H", "H", "H", "H", "H", "H", "H", "H", "H", "H", "H", "H", "H", "H", "H", "H", "H", "H", "H", "O", "N", "C", "C", "C", "C", "C", "H", "H", "H", "H", "H", "O", "C", "C", "C", "C", "C", "S", "C", "C", "C", "C", "S", "C", "C", "C", "C", "S", "H", "H", "H", "H", "H", "H", "H", "H", "H", "O", "S", "C", "C", "C", "C", "H", "H", "H", "H", "H", "H", "H", "H"],
  "xyz": [[-0.2940, -0.2715, -1.1289], [0.4187, -1.5468, 3.3468], [-1.0148, -1.8357, 3.0082], [-1.9748, -1.9644, 4.0453], [-3.2648, -2.2491, 3.7176], [-3.6292, -2.4002, 2.3585], [-4.9441, -2.7401, 1.9668], [-5.2241, -2.9024, 0.6386], [-4.2269, -2.7083, -0.3311], [-2.9341, -2.3521, -0.0003], [-1.7612, -2.1048, -1.2721], [-2.6148, -2.2178, 1.3908], [-1.3285, -1.9532, 1.7443], [0.6752, -1.9188, 4.3397], [0.5980, -0.4699, 3.3279], [1.0780, -1.9939, 2.6061], [-1.6664, -1.8535, 5.0773], [-4.0242, -2.3710, 4.4829], [-5.7046, -2.8779, 2.7264], [-6.2224, -3.1740, 0.3214], [-4.4696, -2.8192, -1.3785], [5.8547, 0.5574, 2.5215], [4.9523, -0.6703, 2.7035], [4.4414, -0.7122, 4.1511], [5.7930, -1.9269, 2.4639], [3.7679, -0.5782, 1.7399], [3.5688, -1.5079, 0.6841], [2.4623, -1.3572, -0.1253], [1.5408, -0.4065, 0.0107], [1.6916, 0.4909, 1.0460], [2.8353, 0.4102, 1.8845], [0.6110, 1.3856, 1.2798], [0.6835, 2.4947, 2.1622], [-0.4108, 3.2875, 2.4016], [-1.6121, 2.9486, 1.7427], [-1.6068, 1.8812, 0.8642], [-0.5532, 1.1198, 0.6100], [-0.3309, 4.4628, 3.3768], [-1.4740, 5.4596, 3.1629], [-0.4210, 3.9130, 4.8079], [0.9888, 5.2251, 3.2122], [6.6695, 0.5450, 3.2486], [5.2894, 1.4792, 2.6541], [6.2868, 0.5716, 1.5205], [5.2741, -0.8662, 4.8413], [3.7272, -1.5256, 4.2828], [3.9435, 0.2156, 4.4282], [6.6228, -1.9521, 3.1733], [6.2137, -1.9427, 1.4587], [5.2015, -2.8336, 2.6008], [4.2591, -2.3120, 0.4839], [2.3102, -2.0245, -0.9627], [2.9226, 1.1188, 2.6962], [1.6329, 2.7177, 2.6256], [-2.5244, 3.5065, 1.8734], [-2.5143, 1.6262, 0.3245], [-2.4440, 5.0194, 3.3885], [-1.4967, 5.8191, 2.1337], [-1.3389, 6.3175, 3.8253], [-1.3243, 3.3153, 4.9325], [-0.4433, 4.7288, 5.5333], [0.4355, 3.2758, 5.0301], [1.0895, 5.6092, 2.1969], [1.8539, 4.5986, 3.4215], [1.0173, 6.0689, 3.9050], [1.0448, -1.2062, -2.6995], [0.8407, -1.0271, -3.9667], [0.4644, -2.0770, -4.7310], [0.2559, -1.9191, -6.0810], [0.4257, -0.6705, -6.6654], [0.7905, 0.3964, -5.8559], [0.9832, 0.2043, -4.5059], [0.3290, -3.0002, -4.1855], [-0.0519, -2.7784, -6.6582], [0.2543, -0.5281, -7.7219], [0.9005, 1.3947, -6.2524], [1.2182, 0.9790, -3.7932], [-0.9670, 0.9954, -2.4140], [-1.7647, 1.8414, -3.1054], [-0.9386, 3.0736, -3.4518], [-0.2895, 3.3971, -4.6079], [0.5821, 4.5095, -4.4688], [0.5829, 5.0039, -3.2016], [-0.4625, 4.1247, -2.1755], [-2.3129, 1.1268, -4.3491], [-2.5506, -0.2144, -4.3890], [-3.1914, -0.6314, -5.5840], [-3.4422, 0.4029, -6.4313], [-2.8977, 1.8919, -5.7770], [-3.0079, 2.2105, -2.2896], [-3.6403, 1.3777, -1.4177], [-4.8328, 1.9364, -0.8889], [-5.0901, 3.1797, -1.3806], [-3.8707, 3.6872, -2.4721], [-0.4161, 2.8536, -5.5295], [1.1728, 4.9179, -5.2739], [1.1411, 5.8390, -2.8181], [-2.3001, -0.8640, -3.5625], [-3.4559, -1.6557, -5.7955], [-3.9095, 0.3758, -7.3997], [-3.2552, 0.3964, -1.1782], [-5.4613, 1.4333, -0.1702], [-5.9090, 3.8350, -1.1416], [0.0875, -5.9592, -1.6511], [0.6720, -4.6346, -1.2677], [2.4119, -5.0032, -0.7860], [2.5134, -5.0482, 0.7422], [1.0992, -5.2856, 1.2706], [0.2199, -4.3511, 0.4598], [3.0615, -4.2511, -1.2334], [2.6001, -5.9671, -1.2581], [2.8722, -4.0861, 1.1108], [3.2162, -5.8161, 1.0744], [1.0190, -5.0889, 2.3413], [0.7928, -6.3180, 1.0885], [0.3989, -3.2948, 0.6717], [-0.8508, -4.5370, 0.5233]],
  "mulliken_spin": [3.5342, -0.0062, 0.0048, -0.0035, 0.0010, -0.0048, 0.0142, -0.0057, 0.0082, -0.0259, 0.0504, 0.0384, 0.0244, -0.0014, 0.0118, 0.0044, 0.0000, -0.0001, 0.0010, -0.0004, 0.0009, 0.0019, -0.0190, 0.0090, -0.0034, 0.0124, 0.1659, -0.0980, 0.2471, 0.1855, 0.0327, 0.2360, 0.0928, -0.0515, 0.1561, -0.0348, 0.1721, -0.0030, -0.0024, 0.0000, -0.0003, -0.0004, 0.0007, 0.0012, 0.0020, 0.0014, -0.0056, 0.0000, 0.0040, 0.0014, 0.0313, -0.0243, 0.0304, 0.0054, 0.0224, -0.0204, 0.0016, 0.0031, 0.0000, 0.0014, 0.0003, 0.0013, 0.0004, -0.0007, 0.0011, 0.0078, 0.0130, 0.0094, -0.0049, 0.0109, -0.0042, 0.0066, 0.0007, -0.0001, 0.0007, -0.0002, 0.0028, 0.1246, -0.0251, 0.0018, 0.0018, -0.0011, 0.0026, 0.0043, 0.0186, -0.0047, -0.0006, 0.0004, 0.0008, 0.0141, -0.0017, -0.0008, -0.0014, 0.0003, 0.0007, 0.0000, 0.0002, 0.0110, -0.0001, 0.0001, 0.0118, 0.0003, 0.0002, 0.0001, 0.0029, -0.0020, -0.0054, 0.0011, -0.0130, 0.0013, -0.0001, -0.0034, 0.0005, -0.0011, 0.0000, 0.0154, -0.0001],
  "charge": -1,
  "lumo_ev": [2.23, 2.23],
  "relative_energy_kj_mol": 0.0,
  "e_tot_ha": -5637.15755,
  "s_squared": 8.783,
  "homo_lumo_gap_ha": [0.1589, 0.2448],
  "spin_multiplicity": 6,
  "e_homo_ev": [-2.09, -4.43]
}



No. 2
{
  "formula": "C50H55AsCrN5O7S3",
  "method": "ωB97M-V/def2-TZVPD",
  "symbols": ["Cr", "S", "C", "C", "C", "C", "C", "C", "N", "C", "C", "C", "C", "C", "C", "C", "C", "N", "C", "C", "C", "C", "C", "S", "C", "H", "H", "H", "H", "H", "H", "H", "H", "H", "H", "H", "H", "O", "As", "O", "O", "C", "C", "C", "C", "C", "C", "S", "O", "O", "O", "H", "H", "H", "H", "H", "C", "N", "C", "C", "O", "H", "H", "H", "H", "H", "H", "H", "C", "N", "C", "C", "C", "C", "C", "C", "C", "C", "H", "H", "H", "H", "H", "H", "H", "H", "H", "H", "H", "H", "H", "C", "C", "C", "C", "C", "C", "C", "C", "N", "C", "C", "C", "C", "H", "H", "H", "H", "H", "H", "H", "H", "H", "H", "H", "H", "H", "H", "H", "H", "H", "H"],
  "xyz": [[0.2899, 0.0040, -0.4179], [-0.7986, 1.0812, 5.3802], [-1.0141, 1.8195, 6.9052], [-1.3138, 3.1423, 6.7848], [-1.3637, 3.5636, 5.4311], [-1.1001, 2.5541, 4.5405], [-1.0698, 2.6290, 3.0791], [-0.5161, 1.5917, 2.3071], [-0.4402, 1.5928, 0.9950], [-0.9606, 2.6685, 0.3212], [-1.5179, 3.7750, 1.0111], [-2.0060, 4.8797, 0.2370], [-1.9273, 4.8739, -1.1095], [-1.3613, 3.7587, -1.8292], [-1.2042, 3.7477, -3.2011], [-0.5643, 2.6368, -3.8154], [-0.1887, 1.5853, -3.0006], [-0.3885, 1.5263, -1.6848], [-0.9196, 2.6435, -1.0745], [-0.2697, 2.6307, -5.2413], [-0.6909, 3.5209, -6.1973], [-0.1977, 3.2304, -7.4985], [0.5965, 2.1287, -7.5263], [0.7570, 1.4373, -5.9627], [-1.5666, 3.7323, 2.3940], [-0.9086, 1.2373, 7.8063], [-1.4871, 3.7958, 7.6283], [-1.5684, 4.5814, 5.1302], [-0.1146, 0.7256, 2.8092], [-2.4304, 5.7282, 0.7627], [-2.2803, 5.7221, -1.6857], [-1.5143, 4.6068, -3.7823], [0.3292, 0.7274, -3.4150], [-1.3446, 4.3523, -5.9782], [-0.4300, 3.8185, -8.3755], [1.0962, 1.6843, -8.3716], [-2.0057, 4.5655, 2.9314], [3.0476, -2.3350, 2.4137], [1.8630, -0.9955, 2.5940], [2.6214, 0.3857, 3.0206], [1.2164, -0.9741, 1.0544], [1.0804, -1.7418, 4.2325], [2.0718, -1.6535, 5.2187], [1.8248, -2.0367, 6.5231], [0.5693, -2.5160, 6.8739], [-0.4183, -2.6043, 5.9127], [-0.1741, -2.2206, 4.5951], [-1.5629, -2.3911, 3.4811], [-1.4908, -3.7933, 3.0407], [-2.7410, -2.1077, 4.2724], [-1.2843, -1.4423, 2.4158], [3.7824, -1.9850, 1.8935], [3.0387, -1.2447, 4.9569], [2.6074, -1.9454, 7.2658], [0.3592, -2.8076, 7.8959], [-1.4140, -2.9446, 6.1641], [-4.0990, -1.9930, 0.7013], [-4.5526, -0.6951, 0.2353], [-5.9622, -0.4077, 0.3028], [-3.6588, 0.2539, -0.1202], [-2.4538, 0.1190, -0.1013], [-4.3504, -2.1386, 1.7545], [-3.0187, -2.0353, 0.6022], [-4.5614, -2.7831, 0.1027], [-6.3110, -0.3617, 1.3389], [-6.5325, -1.1827, -0.2155], [-6.1668, 0.5491, -0.1772], [-4.1368, 1.1924, -0.4532], [1.3295, -5.1331, -0.7570], [0.3819, -4.8204, 0.3384], [0.9656, -5.1203, 1.6778], [-0.0788, -3.3801, 0.3269], [-0.7817, -2.9569, -0.9285], [-1.6683, -3.8703, -1.5125], [-2.3955, -3.5529, -2.6429], [-2.2504, -2.2801, -3.1732], [-1.4101, -1.3657, -2.5582], [-0.6315, -1.6460, -1.4209], [1.5105, -6.2062, -0.7765], [2.2551, -4.5976, -0.5604], [0.9038, -4.7947, -1.6980], [-0.4473, -5.3993, 0.2249], [1.7931, -4.4313, 1.8416], [1.3175, -6.1508, 1.6892], [0.1936, -4.9472, 2.4263], [0.8005, -2.7799, 0.5222], [-0.7340, -3.3010, 1.1888], [-1.8310, -4.8483, -1.0619], [-3.0745, -4.2723, -3.0844], [-2.8078, -1.9870, -4.0557], [-1.3922, -0.3760, -2.9867], [2.4307, 3.9803, 1.5995], [2.5182, 3.4344, 0.1990], [2.6206, 4.2720, -0.9057], [2.6586, 3.7440, -2.1957], [2.7381, 4.6451, -3.4012], [2.5567, 2.3732, -2.3748], [2.3945, 1.5017, -1.2854], [2.4435, 2.0606, -0.0016], [2.0202, 0.1599, -1.4139], [2.8476, -0.7914, -2.1623], [3.0455, -2.0450, -1.3042], [4.2473, -0.2422, -2.4694], [2.1982, -1.2134, -3.4876], [3.1485, 4.7873, 1.7637], [2.6098, 3.1920, 2.3321], [1.4307, 4.3850, 1.7853], [2.6592, 5.3486, -0.7666], [2.5961, 5.6900, -3.1218], [1.9684, 4.3805, -4.1309], [3.7070, 4.5582, -3.8999], [2.5080, 1.9806, -3.3858], [2.4050, 1.4035, 0.8600], [3.6035, -1.7918, -0.4009], [3.5873, -2.8214, -1.8563], [2.0760, -2.4268, -0.9922], [4.7028, 0.1862, -1.5748], [4.2345, 0.5249, -3.2422], [4.8798, -1.0619, -2.8210], [1.1952, -1.6051, -3.3168], [2.7940, -1.9844, -3.9884], [2.1254, -0.3595, -4.1649]],
  "mulliken_spin": [3.1403, 0.0078, 0.0306, -0.0172, 0.0504, -0.0232, 0.0660, 0.0773, 0.1018, 0.0183, 0.0604, -0.0616, 0.0418, -0.0426, 0.3015, -0.0029, 0.0700, 0.1605, 0.1000, -0.0480, 0.0856, -0.0225, 0.0376, 0.0159, 0.0123, 0.0029, 0.0000, 0.0072, -0.0549, -0.0044, -0.0048, 0.0344, 0.0044, 0.0092, -0.0011, 0.0039, 0.0105, -0.0031, 0.0170, 0.0036, -0.1047, 0.0019, -0.0001, 0.0002, -0.0002, -0.0001, -0.0027, 0.0005, 0.0003, 0.0003, 0.0413, -0.0007, -0.0001, 0.0000, 0.0000, -0.0001, 0.0034, -0.0001, 0.0002, 0.0058, -0.0379, -0.0001, 0.0018, -0.0001, 0.0000, 0.0000, 0.0000, 0.0029, 0.0000, 0.0004, 0.0005, 0.0463, -0.0326, -0.0246, 0.0216, -0.0151, -0.0336, -0.0974, 0.0001, 0.0005, -0.0002, 0.0000, 0.0001, 0.0000, -0.0001, 0.0174, 0.0010, -0.0001, 0.0010, -0.0005, -0.0056, -0.0060, 0.0183, 0.0146, 0.0047, 0.0032, 0.0167, -0.0413, 0.0088, -0.0860, 0.0916, -0.0056, -0.0044, 0.0062, 0.0004, 0.0000, 0.0048, 0.0010, -0.0008, 0.0041, 0.0008, -0.0039, -0.0254, -0.0005, -0.0022, 0.0245, -0.0013, 0.0016, 0.0002, 0.0006, 0.0012, -0.0014],
  "charge": -1,
  "lumo_ev": [2.06, 2.06],
  "relative_energy_kj_mol": 0.0,
  "e_tot_ha": -7213.70195,
  "s_squared": 6.082,
  "homo_lumo_gap_ha": [0.1610, 0.2422],
  "spin_multiplicity": 5,
  "e_homo_ev": [-2.32, -4.53]
}



> Which formula does entry 2 have?

C50H55AsCrN5O7S3